[1]
{
  "formula": "C21H56CrF6O21PS7",
  "method": "the ωB97M-V functional and the def2-TZVPD basis",
  "species": ["Cr", "P", "F", "F", "F", "F", "F", "F", "O", "S", "O", "O", "C", "C", "C", "H", "H", "H", "H", "H", "H", "H", "H", "O", "S", "O", "O", "C", "C", "C", "H", "H", "H", "H", "H", "H", "H", "H", "O", "S", "O", "O", "C", "C", "C", "H", "H", "H", "H", "H", "H", "H", "H", "O", "S", "O", "O", "C", "C", "C", "H", "H", "H", "H", "H", "H", "H", "H", "O", "S", "O", "O", "C", "C", "C", "H", "H", "H", "H", "H", "H", "H", "H", "O", "S", "O", "O", "C", "C", "C", "H", "H", "H", "H", "H", "H", "H", "H", "O", "S", "O", "O", "C", "C", "C", "H", "H", "H", "H", "H", "H", "H", "H"],
  "positions_angstrom": [[-0.397, 0.254, -0.384], [-2.975, 2.288, -2.239], [-2.257, 3.753, -2.198], [-2.373, 1.919, -3.664], [-1.639, 1.614, -1.589], [-3.670, 0.824, -1.966], [-3.454, 2.585, -0.681], [-4.248, 3.002, -2.992], [0.394, -0.044, 1.636], [0.838, 0.044, 3.035], [1.537, 1.285, 3.450], [-0.493, -0.179, 4.020], [-0.370, 0.222, 5.402], [-1.721, 0.289, 6.180], [1.848, -1.508, 3.470], [0.140, 1.176, 5.535], [0.180, -0.569, 5.912], [-1.635, 0.817, 7.130], [-2.159, -0.703, 6.290], [-2.400, 0.989, 5.695], [1.349, -2.308, 2.922], [1.917, -1.691, 4.543], [2.824, -1.418, 2.995], [-1.707, -1.038, -1.351], [-2.457, -2.022, -2.197], [-2.735, -1.716, -3.581], [-1.741, -3.479, -2.090], [-2.201, -4.425, -2.944], [-2.009, -5.834, -2.436], [-4.062, -2.532, -1.335], [-1.737, -4.346, -3.927], [-3.282, -4.353, -3.058], [-2.552, -6.569, -3.030], [-2.362, -5.936, -1.410], [-0.966, -6.148, -2.383], [-3.757, -3.062, -0.432], [-4.615, -3.161, -2.032], [-4.631, -1.635, -1.091], [-0.561, 2.185, 0.682], [-0.536, 3.348, 1.559], [-0.503, 3.188, 3.014], [0.737, 4.178, 1.070], [1.377, 5.160, 1.857], [2.135, 6.030, 0.925], [-1.881, 4.576, 1.137], [1.946, 4.583, 2.586], [0.662, 5.849, 2.308], [1.476, 6.320, 0.107], [2.960, 5.420, 0.555], [2.486, 6.920, 1.447], [-2.885, 4.155, 1.195], [-1.622, 4.900, 0.129], [-1.938, 5.305, 1.945], [3.620, 0.041, 0.659], [3.004, 1.131, -0.076], [1.562, 0.958, -0.377], [3.141, 2.558, 0.639], [4.366, 2.777, 1.322], [4.433, 2.276, 2.737], [3.848, 1.627, -1.618], [4.552, 3.851, 1.313], [5.246, 2.352, 0.839], [4.196, 1.213, 2.785], [3.739, 2.736, 3.441], [5.436, 2.404, 3.144], [3.383, 2.548, -1.971], [3.660, 0.862, -2.371], [4.914, 1.824, -1.501], [0.806, -1.594, -0.543], [1.891, -2.568, -0.845], [2.962, -2.057, -1.654], [2.541, -2.941, 0.619], [3.770, -3.646, 0.633], [3.880, -4.415, 2.017], [1.282, -4.265, -1.410], [4.628, -2.989, 0.491], [3.911, -4.462, -0.076], [3.086, -5.161, 1.986], [3.857, -3.800, 2.917], [4.835, -4.936, 2.085], [0.742, -3.967, -2.309], [0.572, -4.714, -0.715], [2.040, -5.012, -1.649], [-2.139, 0.090, 0.885], [-3.367, 0.519, 1.589], [-3.546, 1.898, 2.076], [-4.701, 0.231, 0.559], [-5.912, 0.897, 0.894], [-6.799, 0.973, -0.381], [-3.774, -0.671, 2.909], [-5.753, 1.890, 1.313], [-6.430, 0.346, 1.679], [-6.965, -0.018, -0.803], [-6.218, 1.613, -1.044], [-7.770, 1.465, -0.333], [-2.857, -0.714, 3.497], [-3.889, -1.637, 2.418], [-4.678, -0.262, 3.359], [0.375, -1.918, -3.741], [0.636, -0.502, -3.669], [0.197, 0.230, -2.472], [2.275, -0.269, -3.820], [2.943, -1.073, -4.770], [4.480, -0.745, -4.651], [0.078, 0.315, -5.200], [2.497, -0.962, -5.759], [2.779, -2.107, -4.468], [4.865, -1.265, -3.773], [4.648, 0.328, -4.569], [4.994, -1.108, -5.541], [0.346, 1.370, -5.268], [-1.011, 0.270, -5.169], [0.516, -0.315, -5.974]],
  "atomic_forces_ev_per_a": [[0.9, -0.3, -1.8], [-2.4, 2.1, 0.6], [0.3, -1.0, -0.2], [0.1, -0.4, 0.0], [2.2, -0.5, 1.1], [-0.2, 0.6, -1.6], [-0.3, 0.5, -0.8], [0.7, -1.5, 1.5], [0.2, -0.9, 2.4], [0.9, 1.5, 2.2], [-1.4, -3.3, -1.1], [0.9, 0.4, -2.0], [-0.3, 0.0, 2.2], [0.1, 0.6, -1.5], [-0.8, 0.9, -1.3], [0.1, -0.1, -0.6], [0.5, 0.1, -0.1], [0.7, -0.6, 0.2], [-0.1, 0.2, 0.1], [-0.3, -0.3, -0.5], [-0.2, 0.0, 0.3], [-0.2, 0.4, -0.1], [0.0, 0.5, 0.2], [-1.2, -2.6, -1.2], [-1.7, 0.3, 0.3], [0.8, -0.1, 1.8], [1.6, 3.5, 2.4], [-1.7, -2.8, -2.6], [0.6, -0.4, 1.1], [1.3, 1.0, -0.3], [-0.1, 0.3, -0.1], [0.0, 0.3, -0.4], [0.0, 0.3, -0.2], [-0.3, 0.1, 0.1], [0.1, 0.1, -0.3], [0.0, 0.0, -0.1], [0.2, 0.1, 0.0], [0.2, 0.1, -0.1], [0.0, 1.0, 0.3], [-0.9, 2.0, 1.8], [0.0, -0.2, -2.4], [-1.5, -1.8, -1.1], [-0.5, 0.7, 1.2], [0.8, -0.4, -0.3], [0.4, -1.3, 0.3], [0.2, 0.6, 0.3], [-0.4, -0.6, 0.6], [0.2, 0.1, 0.0], [0.2, 0.5, -0.4], [0.2, -0.1, -0.1], [0.3, -0.7, -0.4], [-0.2, 0.3, 0.2], [0.9, 0.3, -0.2], [-0.6, 1.5, -1.0], [-0.2, 0.3, -0.2], [1.7, 1.0, -0.1], [-1.0, -1.6, -0.2], [1.9, 0.8, 1.2], [-0.6, -0.6, 0.8], [-0.7, -0.6, -0.2], [-0.4, 0.1, -0.2], [-0.3, -0.2, -0.7], [0.2, 0.0, -0.1], [-0.1, 0.3, -0.3], [0.1, 0.1, -0.2], [-0.3, 0.0, 0.3], [0.1, -0.1, 0.2], [-0.1, -0.3, 0.5], [0.9, -2.3, -0.1], [0.9, 0.2, 1.8], [-0.9, -0.7, -0.1], [-1.8, 0.6, -1.5], [2.0, -1.4, 2.1], [-0.1, 0.6, -1.2], [-0.7, 1.5, -0.3], [-0.3, 0.4, 0.0], [-0.8, 0.3, -0.6], [0.0, 0.0, 0.5], [-0.4, 0.2, -0.2], [0.0, -0.1, -0.4], [0.0, -0.2, -0.1], [0.1, 0.5, 0.3], [0.5, 0.7, 0.2], [-1.9, 0.1, 1.0], [-2.9, 1.9, -0.7], [1.2, -2.9, -0.7], [3.2, -0.3, 1.1], [-2.3, 0.6, 0.2], [1.3, 0.3, 0.0], [1.2, 0.5, -1.4], [0.4, 0.0, -0.4], [0.0, -0.3, 0.1], [0.2, 0.1, -0.1], [0.0, -0.4, -0.5], [0.1, -0.1, 0.9], [-0.3, 0.2, 0.5], [-0.3, 0.1, 0.0], [0.3, -0.2, 0.2], [0.0, 0.8, 0.2], [1.5, 0.5, -0.6], [0.9, -0.2, -1.1], [-2.8, 1.0, 1.4], [1.6, -1.1, -0.1], [-1.5, -0.3, -0.3], [-0.4, -0.4, 1.1], [0.4, 0.4, -0.1], [0.2, -0.1, -0.2], [0.1, 0.2, 0.0], [-0.1, 0.0, 0.0], [0.0, 0.0, 0.1], [0.4, -0.2, 0.3], [0.0, -0.3, -0.1], [-0.2, 0.2, -0.1]],
  "total_charge": 2,
  "molar_mass_g_mol": 1066.09,
  "multiplicity": 4,
  "gap_ev": [6.6, 8.3],
  "homo_energy_ha": [-0.55571, -0.55576]
}

[2]
{
  "formula": "C5H7NO",
  "method": "the ωB97M-V functional and the def2-TZVPD basis",
  "species": ["C", "C", "C", "O", "C", "N", "C", "H", "H", "H", "H", "H", "H", "H"],
  "positions_angstrom": [[-1.195, -0.309, 0.166], [-0.890, 1.001, -0.529], [-0.061, 1.905, -0.018], [2.373, 0.085, 0.241], [1.824, -0.955, 0.524], [0.898, -1.615, -0.265], [-0.333, -1.395, -0.454], [-0.996, -0.219, 1.241], [-2.250, -0.586, 0.039], [-1.313, 1.129, -1.526], [0.396, 1.765, 0.961], [0.230, 2.793, -0.571], [2.138, -1.565, 1.392], [-0.822, -2.032, -1.201]],
  "atomic_forces_ev_per_a": [[0.1, 0.0, 0.1], [0.2, 0.2, 0.1], [-0.2, -0.1, -0.1], [-0.2, -0.5, 0.1], [0.2, 0.2, 0.0], [-0.4, 0.1, -0.1], [0.2, -0.1, -0.1], [0.1, 0.0, -0.2], [0.2, 0.1, 0.0], [0.1, 0.0, 0.2], [-0.1, 0.0, -0.2], [-0.1, -0.1, 0.1], [-0.1, 0.1, 0.0], [0.1, 0.1, 0.2]],
  "total_charge": 0,
  "molar_mass_g_mol": 97.12,
  "multiplicity": 1,
  "gap_ev": 10.0,
  "homo_energy_ha": -0.34431
}

[3]
{
  "formula": "C5H7ClN2O2S",
  "method": "the ωB97M-V functional and the def2-TZVPD basis",
  "species": ["C", "C", "C", "C", "C", "N", "N", "O", "O", "S", "Cl", "H", "H", "H", "H", "H", "H", "H"],
  "positions_angstrom": [[-2.253, -1.562, 0.778], [2.660, 1.153, -0.758], [1.621, 0.611, 0.139], [-1.138, -0.830, 0.493], [1.220, -0.825, 0.114], [-3.424, -1.056, 0.030], [-1.411, 0.154, -0.436], [1.313, 1.516, -0.969], [0.065, -1.154, 0.910], [-3.082, 0.288, -0.583], [-3.184, 1.849, 1.029], [-2.423, -2.406, 1.409], [3.163, 2.058, -0.552], [3.146, 0.647, -1.631], [1.494, 1.068, 1.171], [1.910, -1.407, 0.631], [1.279, -1.037, -0.946], [-0.955, 0.933, -0.829]],
  "atomic_forces_ev_per_a": [[-2.0, 1.7, -1.6], [0.0, -0.1, -1.6], [0.4, 1.8, 1.6], [-1.7, -0.7, -0.7], [-0.5, 1.1, -0.4], [1.5, -1.5, 1.6], [-1.9, -0.4, -0.4], [-1.3, -1.3, 0.6], [1.3, 0.4, -0.4], [1.0, -0.4, -0.3], [-0.2, 0.7, 0.5], [0.3, -0.2, 0.2], [1.1, 0.5, 1.0], [-0.6, -0.3, 1.1], [0.2, -0.2, -1.4], [1.7, -0.8, 0.6], [-1.0, -1.0, -0.3], [1.7, 0.7, 0.2]],
  "total_charge": 0,
  "molar_mass_g_mol": 194.64,
  "multiplicity": 1,
  "gap_ev": 8.5,
  "homo_energy_ha": -0.29581
}

[4]
{
  "formula": "C2HN2O2S",
  "method": "the ωB97M-V functional and the def2-TZVPD basis",
  "species": ["C", "C", "N", "N", "O", "O", "S", "H"],
  "positions_angstrom": [[-0.355, -0.459, -0.118], [-0.560, 0.862, -0.196], [-3.993, -0.041, -0.896], [-3.727, -0.358, 0.133], [-3.545, -0.582, 1.246], [0.531, -1.222, -0.612], [-1.665, 1.996, -0.357], [-0.915, -0.735, 0.943]],
  "atomic_forces_ev_per_a": [[1.5, -1.7, 1.7], [-0.7, 0.5, 0.5], [0.0, -0.3, -1.1], [-1.0, 1.0, -2.0], [0.8, -0.9, 3.1], [-1.3, 0.1, 0.1], [-0.2, 1.2, -0.4], [0.9, 0.2, -1.8]],
  "total_charge": -1,
  "molar_mass_g_mol": 117.11,
  "multiplicity": 1,
  "gap_ev": 5.9,
  "homo_energy_ha": -0.08258
}

[5]
{
  "formula": "C30H51N5O8SZr",
  "method": "the ωB97M-V functional and the def2-TZVPD basis",
  "species": ["Zr", "C", "C", "C", "C", "C", "C", "N", "C", "C", "N", "C", "C", "O", "O", "C", "C", "C", "C", "C", "C", "N", "C", "C", "N", "C", "C", "O", "O", "H", "H", "H", "H", "H", "H", "H", "H", "H", "H", "H", "H", "H", "H", "H", "H", "H", "H", "H", "H", "H", "H", "H", "H", "H", "H", "H", "H", "H", "H", "H", "H", "H", "H", "H", "H", "H", "H", "H", "C", "C", "C", "C", "C", "C", "C", "S", "O", "O", "N", "C", "C", "C", "O", "O", "H", "H", "H", "H", "H", "H", "H", "H", "H", "H", "H", "H"],
  "positions_angstrom": [[0.726, -0.224, -0.526], [3.530, -0.864, 3.036], [2.239, -0.800, 2.212], [1.091, -0.270, 3.160], [-0.324, -0.942, 3.242], [-1.127, -0.274, 4.347], [-0.232, -2.446, 3.455], [-1.031, -0.658, 1.911], [-2.294, -1.245, 1.369], [-2.264, -1.426, -0.188], [-1.436, -0.453, -0.971], [-2.031, 0.906, -0.916], [-0.964, 1.953, -1.344], [-1.240, 3.107, -1.448], [0.205, 1.388, -1.598], [-1.191, -0.789, -2.453], [-2.266, -1.725, -3.007], [0.216, -1.403, -2.834], [1.582, -0.633, -3.159], [2.494, -1.668, -3.818], [1.333, 0.485, -4.176], [2.263, 0.007, -1.943], [3.616, -0.328, -1.414], [3.660, -0.569, 0.138], [2.466, -0.051, 0.884], [2.600, 1.418, 1.051], [1.206, 2.072, 1.058], [1.029, 3.226, 1.289], [0.262, 1.160, 0.842], [3.368, -1.503, 3.902], [3.824, 0.122, 3.400], [4.357, -1.293, 2.475], [2.003, -1.820, 1.914], [0.959, 0.802, 3.044], [1.483, -0.382, 4.170], [-0.669, -0.478, 5.314], [-2.144, -0.670, 4.379], [-1.178, 0.810, 4.219], [0.495, -2.660, 4.238], [0.078, -2.954, 2.543], [-1.190, -2.859, 3.772], [-0.331, -0.997, 1.262], [-1.059, 0.356, 1.825], [-3.129, -0.619, 1.676], [-2.446, -2.239, 1.783], [-3.302, -1.378, -0.512], [-1.904, -2.431, -0.383], [-2.367, 1.161, 0.088], [-2.884, 1.016, -1.590], [-1.287, 0.155, -2.981], [-2.144, -2.749, -2.650], [-2.205, -1.736, -4.095], [-3.265, -1.374, -2.749], [0.010, -1.863, -3.797], [0.423, -2.251, -2.188], [2.037, -2.009, -4.746], [2.662, -2.536, -3.182], [3.453, -1.220, -4.080], [2.288, 0.882, -4.526], [0.758, 1.307, -3.759], [0.799, 0.105, -5.047], [2.239, 1.010, -2.120], [4.303, 0.477, -1.671], [3.988, -1.236, -1.874], [4.568, -0.106, 0.529], [3.741, -1.633, 0.315], [3.164, 1.848, 0.222], [3.119, 1.697, 1.970], [-7.475, -2.580, 1.532], [-6.247, -3.422, 1.337], [-5.570, -3.943, 2.444], [-4.446, -4.734, 2.283], [-3.987, -4.997, 0.999], [-4.657, -4.525, -0.117], [-5.783, -3.734, 0.059], [-2.539, -5.986, 0.782], [-2.350, -6.794, 1.945], [-2.532, -6.529, -0.538], [-1.266, -4.808, 0.827], [-0.230, -5.114, -0.180], [1.126, -4.454, 0.108], [1.235, -2.986, -0.201], [0.327, -2.141, 0.199], [2.159, -2.535, -0.878], [-8.273, -3.172, 1.983], [-7.845, -2.189, 0.586], [-7.276, -1.746, 2.207], [-5.957, -3.753, 3.439], [-3.945, -5.188, 3.130], [-4.314, -4.818, -1.102], [-6.334, -3.385, -0.807], [-0.876, -4.967, 1.755], [-0.610, -4.826, -1.163], [-0.048, -6.190, -0.224], [1.884, -4.943, -0.499], [1.392, -4.624, 1.157]],
  "atomic_forces_ev_per_a": [[0.9, -0.5, -0.6], [0.0, 0.1, -0.2], [0.1, 0.0, 0.4], [0.0, 0.0, -0.3], [0.1, -0.1, 0.2], [-0.1, 0.0, 0.0], [-0.1, 0.0, -0.1], [-0.1, -0.1, 0.1], [-0.3, -0.1, -0.1], [0.0, -0.1, 0.1], [-0.9, 0.3, 0.1], [0.3, 0.6, -0.3], [-1.2, 0.1, 0.0], [0.2, -0.1, 0.0], [-0.1, 0.7, -0.8], [-0.3, -0.4, -0.5], [0.0, 0.0, 0.1], [0.0, 0.3, 0.3], [0.0, -0.1, -0.7], [0.0, -0.1, 0.2], [-0.1, 0.1, 0.1], [0.9, 0.6, -0.7], [0.2, -0.2, 0.4], [0.3, 0.0, -0.2], [0.5, 0.1, 0.4], [-0.5, 0.2, 0.1], [0.8, 0.4, 0.6], [-0.1, -0.1, -0.1], [-0.4, 0.6, 0.7], [0.0, 0.0, 0.0], [0.0, 0.0, 0.0], [0.0, 0.0, 0.0], [0.0, 0.0, -0.1], [0.0, 0.1, 0.1], [0.0, -0.1, 0.0], [0.0, 0.0, 0.0], [0.0, 0.0, 0.0], [0.0, 0.0, 0.0], [0.0, 0.0, 0.0], [0.0, -0.1, 0.0], [0.0, 0.0, 0.0], [-0.2, -0.4, 0.5], [0.0, 0.1, -0.1], [0.1, 0.1, 0.1], [0.0, -0.1, 0.1], [-0.1, 0.0, 0.0], [0.0, 0.0, -0.1], [0.0, -0.1, 0.0], [-0.1, -0.2, 0.1], [0.0, 0.0, 0.1], [0.0, 0.0, 0.0], [0.0, 0.0, 0.0], [0.0, 0.0, 0.0], [0.0, 0.0, 0.0], [0.0, -0.2, -0.2], [0.0, 0.0, 0.0], [0.0, 0.0, 0.0], [0.0, 0.0, 0.0], [0.0, 0.0, 0.0], [0.0, 0.0, 0.0], [0.0, -0.1, 0.0], [0.1, -0.1, -0.2], [-0.1, 0.0, -0.1], [0.0, 0.0, -0.1], [0.0, 0.0, 0.0], [0.0, 0.0, 0.1], [0.1, -0.1, 0.0], [0.1, 0.0, 0.0], [0.0, -0.1, 0.0], [0.0, 0.0, 0.0], [0.0, 0.0, 0.0], [0.1, 0.0, 0.1], [0.2, -0.1, 0.0], [0.1, 0.0, -0.1], [0.0, 0.0, 0.0], [0.0, 0.7, 0.2], [0.0, -0.1, 0.1], [0.0, 0.0, -0.2], [-0.1, -0.4, 0.0], [0.0, -0.1, -0.1], [-0.3, 0.1, 0.1], [0.3, -0.4, -0.1], [-0.6, -1.3, 0.6], [-0.1, 0.0, 0.1], [0.0, 0.0, 0.0], [0.0, 0.0, 0.0], [0.0, 0.0, 0.0], [0.0, 0.0, 0.0], [0.0, 0.1, 0.0], [-0.1, 0.1, 0.0], [0.0, 0.0, 0.0], [0.0, 0.1, 0.0], [0.1, 0.0, 0.0], [0.1, 0.0, -0.1], [0.1, 0.0, 0.0], [0.1, 0.1, 0.0]],
  "total_charge": 2,
  "molar_mass_g_mol": 733.06,
  "multiplicity": 1,
  "gap_ev": 8.5,
  "homo_energy_ha": -0.51616
}

[6]
{
  "formula": "C3H6N2O3S",
  "method": "the ωB97M-V functional and the def2-TZVPD basis",
  "species": ["C", "C", "C", "N", "N", "O", "O", "O", "S", "H", "H", "H", "H", "H", "H"],
  "positions_angstrom": [[0.200, -1.095, -0.516], [0.494, 1.105, 0.137], [1.726, 0.249, 0.541], [-0.326, 0.101, -0.636], [1.382, -1.078, 0.011], [-2.452, -1.216, 0.359], [-2.398, 1.217, 0.532], [-3.112, 0.192, -1.566], [-2.446, 0.081, -0.292], [-0.336, -1.889, -0.964], [0.022, 1.681, 0.923], [0.736, 1.855, -0.692], [2.680, 0.462, 0.248], [1.805, 0.055, 1.737], [2.026, -1.719, 0.180]],
  "atomic_forces_ev_per_a": [[-1.1, 2.4, -1.2], [1.2, 0.3, -3.2], [-2.7, -1.6, 4.2], [-1.8, -0.2, 1.5], [-1.1, 3.3, 0.2], [0.0, 0.8, -0.7], [0.0, 1.5, 1.0], [1.0, -0.2, 0.7], [0.2, -2.0, -0.9], [-0.1, -1.1, 0.0], [-0.5, -0.6, 0.2], [0.1, -0.7, 1.4], [2.2, 1.3, -1.1], [-0.3, 0.9, -2.5], [2.7, -4.1, 0.5]],
  "total_charge": 0,
  "molar_mass_g_mol": 150.16,
  "multiplicity": 1,
  "gap_ev": 10.1,
  "homo_energy_ha": -0.35950
}

In order of appearance, energy relative to the best compared isomer or geometry (same formula, charge and spin) = 0.0, 40.4, 47.0, 24.2, 22.8, 37.2 kcal/mol.